Entry 1:
Computed, not measured: the molecule C17H29N3O2 at a distorted geometry, with wB97M-V/def2-TZVPD.

Its energy above the lowest of the compared OMol25 structures with the same formula, charge and spin is 14.827 eV. The SMILES is CCCCN(CC)CCNC(=O)c1[nH]c(C)c(C(C)=O)c1C. As for the spin multiplicity: 1. The total energy comes out at -979.41029 Ha. The value obtained for the LUMO energy is 0.18 eV. As for the orbital gap: 8.42 eV.

Last column: Löwdin charge in e.
Element x y z (Å)
C (-3.15032, 1.33516, -3.43183)  -0.10
C (-2.59524, 2.76638, -3.91955)  -0.28
C (-1.24090, 2.95914, -3.48192)  -0.24
C (-0.85643, 3.18053, -1.91074)  -0.27
N (0.36257, 3.17358, -1.26194)  -0.23
C (0.79297, 4.50912, -0.66346)  -0.09
C (0.92880, 5.37491, -2.10580)  -0.08
C (0.49137, 2.06481, -0.45652)  -0.26
C (0.55725, 0.73356, -1.03125)  -0.28
N (0.96038, -0.24930, -0.20914)  0.13
C (-0.11731, -1.12263, 0.31862)  -0.17
O (-1.37861, -1.05314, -0.27898)  -0.12
C (0.16824, -2.16264, 1.29320)  -0.10
N (-0.85485, -3.00803, 1.76812)  0.12
C (-0.41385, -3.92686, 2.52826)  -0.43
C (-1.24375, -4.87850, 2.99550)  -0.05
C (0.93803, -3.70469, 2.86855)  0.01
C (1.99835, -4.24821, 3.64696)  -0.52
C (1.50518, -5.23860, 4.63829)  0.00
O (3.14266, -4.28349, 3.41668)  0.11
C (1.47362, -2.61316, 1.82384)  -0.13
C (2.56175, -1.94194, 1.70343)  -0.13
H (-2.50105, 0.42342, -4.02674)  0.12
H (-3.17023, 0.99891, -2.29532)  0.09
H (-4.13394, 1.10473, -3.90688)  0.04
H (-3.17884, 3.53782, -3.39331)  0.11
H (-2.51932, 2.93497, -4.92125)  0.07
H (-0.49843, 2.06459, -3.61970)  0.13
H (-0.69050, 3.88715, -3.94808)  0.12
H (-1.52982, 2.41529, -1.21273)  0.16
H (-1.55432, 3.96898, -1.62640)  0.10
H (0.06363, 4.69105, -0.14935)  0.00
H (1.93888, 4.36453, -0.46631)  0.15
H (1.55271, 4.94669, -2.84664)  0.03
H (1.36470, 6.42088, -1.66626)  0.10
H (-0.25253, 5.56761, -2.46220)  0.11
H (1.66404, 2.16924, -0.10834)  0.17
H (-0.08928, 1.97619, 0.48615)  0.14
H (-0.43734, 0.69384, -1.50540)  0.13
H (1.16925, 0.69955, -1.73847)  0.07
H (1.64796, -0.54921, 0.21178)  -0.02
H (-1.70030, -3.11040, 1.01156)  0.25
H (-0.64940, -5.84123, 2.96933)  0.10
H (-2.29522, -4.92936, 2.44302)  0.14
H (-1.40488, -4.77957, 4.26314)  0.17
H (0.58459, -4.61354, 5.21998)  0.15
H (1.11854, -6.05304, 4.32620)  -0.01
H (2.26926, -5.43391, 5.44329)  0.11
H (2.78037, -0.89545, 1.84913)  0.10
H (3.29463, -2.27293, 2.65278)  0.17
H (3.12693, -2.05278, 0.76671)  0.12

Entry 2:
Computed, not measured: the molecule C17H29N5O7, with wB97M-V/def2-TZVPD.

Its energy above the lowest of the compared OMol25 structures with the same formula, charge and spin is 0.531 eV. The SMILES is COCCOCC(=O)NC[C@@]1(OC)CCN(C(=O)CCCn2c(O)nnc2O)C1. As for the spin multiplicity: 1. The total energy comes out at -1465.65857 Ha. The value obtained for the LUMO energy is 0.40 eV. As for the orbital gap: 8.51 eV.

Last column: Löwdin charge in e.
Element x y z (Å)
C (-4.33691, 3.84975, -4.96521)  -0.08
O (-3.68796, 3.49848, -3.75125)  -0.22
C (-4.30727, 4.06893, -2.61968)  -0.20
C (-3.58365, 3.60161, -1.38643)  -0.18
O (-2.27000, 4.13278, -1.44032)  -0.11
C (-1.47178, 3.80884, -0.34661)  -0.13
C (-1.24787, 2.31035, -0.12778)  -0.46
O (-1.41489, 1.47553, -0.99304)  0.08
N (-0.81010, 2.01510, 1.12739)  0.09
C (-0.30132, 0.70909, 1.48287)  -0.10
C (1.21665, 0.73497, 1.68788)  -0.46
O (1.58884, 1.80592, 2.54397)  -0.13
C (1.19097, 1.66614, 3.89437)  -0.08
C (1.73471, -0.63647, 2.13175)  -0.08
C (1.84038, -1.42780, 0.83196)  -0.11
N (2.06950, -0.39581, -0.17688)  -0.02
C (2.30936, -0.76304, -1.46084)  -0.46
O (2.34983, -1.94224, -1.77443)  0.06
C (2.49573, 0.32806, -2.49249)  -0.10
C (1.23279, 0.47162, -3.34247)  -0.14
C (1.44916, 1.47879, -4.46302)  -0.12
N (0.28762, 1.60448, -5.32143)  0.07
C (-0.87152, 2.29125, -5.07513)  -0.43
O (-0.94819, 3.04644, -3.98612)  0.11
N (-1.75420, 2.09537, -6.00096)  0.08
N (-1.17267, 1.21591, -6.92796)  0.07
C (0.00757, 0.95612, -6.48609)  -0.46
O (0.93351, 0.15877, -7.04390)  0.10
C (1.93448, 0.95258, 0.35344)  -0.05
H (-3.79047, 3.35842, -5.76524)  0.06
H (-5.37559, 3.50457, -4.95064)  0.09
H (-4.32457, 4.93580, -5.10663)  0.09
H (-4.27638, 5.16411, -2.68256)  0.14
H (-5.35721, 3.75505, -2.56611)  0.13
H (-4.10765, 3.97190, -0.49450)  0.13
H (-3.55337, 2.51017, -1.36092)  0.13
H (-0.49347, 4.26075, -0.52607)  0.14
H (-1.87802, 4.24326, 0.57930)  0.13
H (-0.56158, 2.78184, 1.73233)  0.14
H (-0.79814, 0.34784, 2.38633)  0.13
H (-0.55514, 0.02750, 0.67114)  0.14
H (1.57516, 2.53529, 4.42300)  0.10
H (0.10170, 1.64104, 4.00732)  0.09
H (1.60958, 0.76487, 4.34960)  0.09
H (2.72192, -0.49831, 2.57829)  0.13
H (1.09087, -1.12630, 2.86224)  0.12
H (2.65595, -2.14958, 0.83489)  0.13
H (0.92596, -1.98068, 0.60250)  0.13
H (2.76556, 1.28324, -2.03846)  0.11
H (3.32798, 0.01119, -3.12364)  0.13
H (0.98330, -0.50131, -3.77027)  0.13
H (0.38574, 0.79010, -2.72823)  0.11
H (1.66952, 2.46693, -4.05606)  0.13
H (2.28693, 1.17979, -5.09373)  0.13
H (-1.89000, 3.27258, -3.81248)  0.09
H (0.53922, -0.19965, -7.84952)  0.12
H (1.35772, 1.59235, -0.31488)  0.12
H (2.90231, 1.42408, 0.54772)  0.14

Entry 3:
Computed, not measured: a cluster of 2 separate species, C17H30Br2F2O4S in total at a distorted geometry, with wB97M-V/def2-TZVPD.

The SMILES is CC[C@H](F)[C@@]1(/C(Br)=C(/C)Br)OS(=O)(=O)O[C@@H]1C[C@@H](C)F.CCCCCC. As for the spin multiplicity: 1. The total energy comes out at -6712.62353 Ha. The value obtained for the LUMO energy is 0.32 eV. As for the orbital gap: 9.74 eV.

Last column: Löwdin charge in e.
Element x y z (Å)
C (2.13414, 0.39874, -0.70792)  -0.08
C (1.46388, 1.66061, -0.18612)  -0.20
C (-0.07221, 1.57087, -0.18270)  -0.30
F (-0.46020, 0.55848, -1.05539)  -0.01
C (-0.76241, 2.86580, -0.70646)  -0.39
C (-0.43584, 4.03575, 0.22135)  -0.55
Br (-0.00774, 3.60969, 2.03821)  0.93
C (-0.43258, 5.35678, -0.05819)  -0.72
C (-0.05084, 6.44091, 0.90061)  -0.18
Br (-0.95188, 6.02880, -1.74208)  0.93
O (-0.23106, 2.97952, -2.03501)  -0.16
S (-1.35589, 2.96990, -3.18365)  0.56
O (-1.24504, 4.06944, -4.07224)  -0.27
O (-1.37474, 1.66708, -3.74569)  -0.20
O (-2.54429, 3.24465, -2.19328)  -0.19
C (-2.25993, 2.53574, -0.92337)  -0.21
C (-3.30132, 3.07069, 0.03419)  -0.06
C (-3.64761, 2.19203, 1.22691)  -0.37
C (-3.60709, 0.69670, 0.97148)  -0.02
F (-2.83043, 2.46367, 2.31300)  -0.06
H (1.88356, 0.20264, -1.74185)  0.08
H (3.21057, 0.55126, -0.65915)  0.08
H (1.90218, -0.44534, -0.06729)  0.06
H (1.75915, 1.78465, 0.84987)  0.08
H (1.80904, 2.54273, -0.71512)  0.12
H (-0.46090, 1.27541, 0.78555)  0.11
H (0.18671, 7.33213, 0.32941)  0.05
H (0.84704, 6.17873, 1.44268)  0.05
H (-0.86770, 6.67843, 1.57399)  0.09
H (-2.42373, 1.50176, -1.19275)  0.14
H (-4.21742, 3.16648, -0.54114)  0.14
H (-3.04999, 4.07285, 0.36753)  0.13
H (-4.65894, 2.45103, 1.53422)  0.14
H (-2.58081, 0.34801, 1.04753)  0.08
H (-4.02152, 0.42363, 0.00724)  0.09
H (-4.18741, 0.19660, 1.73877)  0.08
C (3.85365, -3.52776, 0.88258)  -0.11
C (3.02718, -4.04410, -0.29219)  -0.27
C (1.52475, -3.83285, -0.11622)  -0.23
C (0.90277, -4.55969, 1.07706)  -0.23
C (1.09834, -6.07490, 1.08143)  -0.27
C (0.45669, -6.77310, -0.11456)  -0.11
H (3.60712, -4.04708, 1.80978)  0.07
H (4.91891, -3.67360, 0.69850)  0.07
H (3.68441, -2.45956, 1.03586)  0.07
H (3.24428, -5.10323, -0.45498)  0.10
H (3.34467, -3.52548, -1.20047)  0.10
H (1.01585, -4.13760, -1.03472)  0.10
H (1.32881, -2.76149, -0.00934)  0.09
H (-0.16950, -4.34031, 1.09530)  0.11
H (1.30754, -4.14890, 2.00657)  0.10
H (0.66201, -6.47693, 1.99952)  0.10
H (2.16347, -6.31861, 1.11897)  0.10
H (-0.61679, -6.57664, -0.14839)  0.07
H (0.59624, -7.85309, -0.04997)  0.07
H (0.89284, -6.44194, -1.05786)  0.06

Entry 4:
Computed, not measured: a structure of composition C17H30Cl2MnN3O3 at a distorted geometry, with wB97M-V/def2-TZVPD.

As for the spin multiplicity: 5. The total energy comes out at -3127.13807 Ha. The value obtained for the LUMO energy (spin up / spin down) is -0.31 / 0.20 eV. As for the orbital gap (spin up / spin down): 5.74 / 6.28 eV.

Last column: Mulliken spin population.
Element x y z (Å)
O (0.19552, 0.07211, -0.24378)  -0.07
C (-0.75848, 0.32451, -1.23538)  -0.01
C (-0.47228, 1.61771, -1.96278)  0.00
C (0.39072, 2.56771, -1.42758)  0.00
H (0.88472, 2.33931, -0.49498)  0.01
C (0.62272, 3.76961, -2.08078)  0.00
H (1.28832, 4.50331, -1.64178)  0.00
C (0.00262, 4.03531, -3.29438)  0.00
H (0.18072, 4.97231, -3.80658)  0.00
C (-0.84408, 3.08411, -3.84958)  0.00
H (-1.32558, 3.27681, -4.79988)  0.00
C (-1.07858, 1.88871, -3.18578)  0.00
H (-1.74308, 1.15081, -3.61858)  0.00
H (-0.74228, -0.47489, -1.98458)  0.00
C (-2.56848, -1.10689, -0.25128)  0.00
C (-2.12938, 0.28471, -0.57308)  0.03
H (-3.64838, -1.22099, -0.20508)  0.00
H (-2.14058, -1.42979, 0.69612)  0.00
H (-2.19438, -1.80229, -1.00668)  0.00
C (-2.80928, 1.39831, -0.29128)  -0.01
C (-4.12998, 1.51531, 0.39122)  0.00
H (-2.37818, 2.34311, -0.60478)  0.00
H (-4.89328, 1.98081, -0.22618)  0.00
H (-4.04408, 2.10581, 1.30682)  0.00
H (-4.50298, 0.53461, 0.69812)  0.00
Mn (0.00442, 0.01471, 1.62072)  3.88
Cl (0.59502, 2.22291, 2.02842)  0.05
Cl (-2.26548, 0.46351, 1.74462)  0.08
H (4.62672, 1.37021, -1.14688)  0.00
H (4.96152, 1.70671, 1.53692)  0.00
C (3.58102, 1.37511, -0.84308)  0.00
C (3.88272, 1.56441, 1.59692)  0.00
N (3.43572, 0.77251, 0.46442)  0.00
H (2.99992, 0.82361, -1.57688)  0.00
C (2.72362, -0.33289, 0.63192)  0.02
O (2.03352, -0.60649, 1.62942)  0.01
H (3.61332, 1.06431, 2.51832)  0.00
H (2.80712, -1.04269, -0.20188)  0.00
H (3.22522, 2.40511, -0.81288)  0.00
H (3.38562, 2.53081, 1.57342)  0.00
H (-0.59038, -5.33049, 2.23002)  0.00
H (1.30282, -5.72449, 0.29632)  0.00
C (-1.02698, -4.75309, 1.41442)  0.00
C (0.77982, -4.95099, -0.26528)  0.00
N (0.01082, -4.11609, 0.63222)  0.01
H (-1.68938, -3.99949, 1.82682)  0.00
C (0.18842, -2.79549, 0.67902)  0.01
O (-0.38298, -2.05399, 1.49652)  0.01
H (1.50082, -4.33409, -0.78798)  0.00
H (0.86332, -2.38889, -0.07228)  0.00
H (-1.62018, -5.41679, 0.78722)  0.00
H (0.12202, -5.43299, -0.99008)  0.00
N (-0.05048, -0.15469, 3.64492)  -0.04
H (-0.03178, 0.76531, 4.13752)  0.01
H (0.76962, -0.71619, 3.96482)  0.00
H (-0.91758, -0.65929, 3.93502)  0.01

Entry 5:
Computed, not measured: a structure of composition C17H30F3MoNO3P2 at a distorted geometry, with wB97M-V/def2-TZVPD.

The total charge is +2. As for the spin multiplicity: 1. The total energy comes out at -1996.06299 Ha. The value obtained for the LUMO energy (spin up / spin down) is -10.64 / -10.20 eV. As for the orbital gap (spin up / spin down): 4.83 / 5.27 eV.

Last column: Löwdin charge in e.
Element x y z (Å)
Mo (-0.03594, -0.09793, -0.25970)  1.34
P (2.45318, -0.30129, -0.05527)  0.73
P (-2.48759, 0.04650, 0.10469)  0.73
N (-0.05737, 0.33922, -2.00929)  -0.09
H (0.21892, 1.28279, 0.30037)  -0.02
C (3.08404, -1.69543, -1.05489)  -0.24
H (4.18450, -1.71170, -1.03217)  0.08
H (2.74200, -1.59196, -2.09221)  0.05
H (2.69362, -2.63559, -0.64273)  0.04
C (3.35316, -0.41803, 1.52861)  -0.22
H (4.43739, -0.45636, 1.33917)  0.08
H (3.03558, -1.32771, 2.06058)  0.06
H (3.11436, 0.47068, 2.13562)  0.05
C (3.20855, 1.18927, -0.81099)  -0.22
H (4.30370, 1.09647, -0.76669)  0.08
H (2.90423, 2.07302, -0.24156)  0.06
H (2.88001, 1.29217, -1.84889)  0.04
C (-3.52528, -1.15731, -0.79963)  -0.23
H (-4.58705, -0.86520, -0.77676)  0.08
H (-3.39048, -2.14854, -0.34715)  0.04
H (-3.18644, -1.20334, -1.84178)  0.05
C (-3.11456, -0.04209, 1.81539)  -0.22
H (-4.17293, 0.25655, 1.86400)  0.08
H (-2.50411, 0.60278, 2.46187)  0.04
H (-2.99894, -1.07604, 2.16578)  0.05
C (-3.05712, 1.65203, -0.55163)  -0.24
H (-4.14544, 1.75359, -0.43523)  0.08
H (-2.80213, 1.73027, -1.61524)  0.04
H (-2.55250, 2.46111, -0.01194)  0.06
C (-0.04738, 1.31217, -2.96895)  -0.37
C (-0.07425, 2.01145, -5.29106)  -0.02
C (-0.07686, 0.99571, -4.34490)  0.02
C (-0.01881, 2.66727, -2.56150)  -0.01
C (-0.01592, 3.68047, -3.51821)  -0.02
C (-0.03319, 3.35130, -4.88052)  0.01
H (-0.10214, 1.76202, -6.35138)  0.13
H (-0.10761, -0.06098, -4.59941)  0.13
H (-0.01539, 2.87932, -1.48736)  0.11
H (-0.00503, 4.71500, -3.18412)  0.13
H (-0.02156, 4.14723, -5.61930)  0.13
C (-0.73434, -3.54889, 1.58047)  -0.46
O (-1.60298, -3.16573, 0.78330)  -0.01
C (0.30051, -4.55568, 1.14565)  0.00
H (0.97538, -4.81927, 1.96223)  0.09
H (0.87157, -4.15211, 0.30190)  0.07
H (-0.21435, -5.45006, 0.79078)  0.11
C (-0.64612, -2.99533, 2.97670)  0.00
H (-1.58698, -3.20635, 3.50319)  0.11
H (-0.48669, -1.90364, 2.95023)  0.05
H (0.17496, -3.46556, 3.52583)  0.09
F (1.13000, 2.84866, 4.62369)  0.15
C (0.52348, 1.65157, 4.40700)  -0.46
F (1.19798, 0.71139, 5.13952)  0.13
F (-0.74513, 1.73402, 4.91564)  0.13
C (0.46964, 1.22565, 2.88448)  -0.55
O (1.04679, 1.96973, 2.05572)  -0.01
O (-0.15099, 0.14270, 2.67805)  -0.07

Entry 6:
Computed, not measured: a structure of composition C17H30F5MoNOP2 at a distorted geometry, with wB97M-V/def2-TZVPD.

The total charge is +2. Its energy above the lowest of the compared OMol25 structures with the same formula, charge and spin is 0.000 eV. As for the spin multiplicity: 1. The total energy comes out at -2045.15118 Ha. The value obtained for the LUMO energy (spin up / spin down) is -9.08 / -9.07 eV. As for the orbital gap (spin up / spin down): 5.47 / 5.48 eV.

Last column: Löwdin charge in e.
Element x y z (Å)
Mo (-0.56518, -0.73024, -0.73105)  0.97
P (1.63007, -0.13277, -1.01943)  0.66
P (-1.53172, 0.59466, 0.86338)  0.66
N (-1.36940, -0.40656, -2.26148)  -0.16
H (1.14159, -0.89573, 2.88583)  0.02
C (2.65678, -1.65988, -1.03580)  -0.22
H (3.72314, -1.41743, -0.93347)  0.07
H (2.49381, -2.18659, -1.98632)  0.06
H (2.35599, -2.31610, -0.21343)  0.02
C (2.64319, 1.00800, -0.01566)  -0.22
H (3.70704, 0.80473, -0.22545)  0.07
H (2.46492, 0.87098, 1.07502)  0.02
H (2.41408, 2.04680, -0.29223)  0.07
C (1.85272, 0.55697, -2.69427)  -0.24
H (2.87961, 0.38989, -3.04166)  0.07
H (1.65682, 1.63382, -2.65610)  0.06
H (1.15137, 0.09439, -3.39538)  0.04
C (-2.84899, -0.30902, 1.75613)  -0.22
H (-3.62326, 0.39704, 2.07787)  0.08
H (-2.43719, -0.81854, 2.62798)  0.02
H (-3.30268, -1.05555, 1.09080)  0.06
C (-0.84818, 1.78007, 2.09028)  -0.19
H (-1.56578, 1.90090, 2.93156)  0.08
H (-0.69689, 2.74248, 1.57050)  0.07
H (0.12364, 1.41834, 2.46904)  0.02
C (-2.58523, 1.71684, -0.15331)  -0.23
H (-3.55062, 1.81442, 0.36730)  0.06
H (-2.73333, 1.31494, -1.16377)  0.02
H (-2.08525, 2.69834, -0.20977)  0.06
C (-1.81493, -0.15321, -3.53445)  -0.36
C (-2.59104, -0.96012, -5.70530)  -0.04
C (-2.18973, -1.20636, -4.39340)  -0.01
C (-1.86427, 1.16986, -4.04127)  -0.02
C (-2.28189, 1.41313, -5.35077)  -0.05
C (-2.66055, 0.35508, -6.19237)  -0.02
H (-2.85947, -1.79846, -6.34596)  0.12
H (-2.12365, -2.22226, -3.98914)  0.12
H (-1.54846, 1.99192, -3.39945)  0.11
H (-2.32056, 2.43662, -5.72707)  0.12
H (-2.99575, 0.53814, -7.22454)  0.13
C (2.04483, -0.53276, 3.45973)  -0.59
O (2.31575, 0.66231, 3.05867)  -0.02
C (3.07269, -1.67382, 3.11942)  0.03
H (3.97960, -1.20388, 2.73711)  0.10
H (2.63549, -2.33833, 2.36500)  0.06
H (3.26560, -2.27419, 4.01572)  0.10
C (1.66340, -0.65515, 4.95308)  0.01
H (1.06983, -1.56605, 5.11802)  0.09
H (1.12285, 0.22510, 5.28088)  0.09
H (2.59856, -0.73949, 5.53355)  0.12
F (0.07756, -2.43305, 2.14345)  0.01
C (0.42007, -1.17633, 1.75225)  0.13
F (-1.36726, -2.44360, 4.78404)  0.16
C (-1.82802, -1.37198, 5.44969)  -0.67
F (-3.17111, -1.42514, 5.51177)  0.19
F (-1.29716, -1.34279, 6.67893)  0.20
F (-1.45854, -0.25840, 4.77763)  0.13